DFT (the ωB97M-V functional and the def2-TZVPD basis) results for a single C5H5N molecule at a distorted geometry.

Each line ends with the Mulliken charge.
Cartesian coordinates (Å):
C1 0.4751 -1.6555 -0.0739  -0.580
C2 -0.7246 -1.1271 -0.0829  0.204
C3 1.8662 0.4822 -0.4515  -0.391
C4 1.0579 0.7871 0.5209  -0.402
C5 -1.3753 0.0035 0.2055  -0.530
N1 1.4497 -0.6551 0.4023  -0.197
H1 0.9919 -2.5258 -0.3076  0.449
H2 2.6183 0.6613 -1.1942  0.381
H3 0.4516 1.4252 1.0304  0.543
H4 -1.7342 0.7934 -0.5768  0.275
H5 -1.9620 0.1784 1.2144  0.248

Multiplicity   3
Gap between HOMO and LUMO (spin up / spin down)   6.1 / 8.0 eV
Energy above the lowest of the compared OMol25 structures with the same formula, charge and spin   101.0 kcal per mole
LUMO energy (spin up / spin down)   0.037 / -0.053 Ha
HOMO energy (spin up / spin down)   -5.10 / -9.40 eV